# C4H7FO

An isolated molecule of C4H7FO (ωB97M-V/def2-TZVPD, the OMol25 dataset).

Each line ends with the natural charge from an NBO analysis.
Atoms and positions in Å:
1 C 1.304 1.712 1.119  -0.245
2 C -0.420 0.567 0.030  0.034
3 C -0.572 -0.678 -0.352  0.351
4 C 0.546 -1.635 -0.713  -0.679
5 H 2.189 2.348 1.039  0.199
6 H 1.609 0.778 1.682  0.166
7 H 0.616 2.267 1.733  0.170
8 H -1.304 1.197 0.345  0.171
9 H 1.482 -1.284 -0.317  0.234
10 H 0.310 -2.659 -0.299  0.228
11 H 0.527 -1.778 -1.779  0.226
12 O 0.712 1.270 -0.072  -0.525
13 F -1.808 -1.202 -0.260  -0.331

Output
2S+1: 1
HOMO energy (eV): -8.97
SMILES string: CO/C=C(\C)F
Net charge: 0
Gap between HOMO and LUMO (eV): 9.94
Energy relative to the best compared isomer or geometry (same formula, charge and spin) (kcal/mol): 32.76
F_max (Eh/bohr): 0.05693
Electronic energy (eV): -9024.8502

***

# C4H7FO2

A cluster of 2 separate species, C4H7FO2 in total (ωB97M-V/def2-TZVPD, the OMol25 dataset).

Each line ends with the natural charge from an NBO analysis.
Atoms and positions in Å:
1 C 0.185 -0.362 -1.442  -0.096
2 C 0.506 -0.260 0.000  0.321
3 C -0.202 -0.724 1.127  -0.510
4 C -0.052 0.766 1.080  0.088
5 H -1.990 -1.147 -2.321  0.476
6 H 0.703 0.510 -1.888  0.191
7 H 0.417 -1.280 -1.714  0.190
8 H -1.073 -1.175 0.595  0.250
9 H 0.092 -1.250 2.054  0.259
10 H 0.726 1.081 1.683  0.197
11 H -1.806 1.629 0.324  0.493
12 O -1.247 -0.345 -1.424  -0.735
13 O -0.895 1.873 0.800  -0.703
14 F 1.938 -0.790 0.185  -0.423

Output
2S+1: 1
HOMO energy (eV): -9.21
Net charge: 0
Gap between HOMO and LUMO (eV): 8.46
Energy relative to the best compared isomer or geometry (same formula, charge and spin) (kcal/mol): 137.97
F_max (Eh/bohr): 0.11972
Electronic energy (eV): -11068.0984

***

# C4H7FO5P

The ion C4H7FO5P with charge -1 (ωB97M-V/def2-TZVPD, the OMol25 dataset).

Each line ends with the natural charge from an NBO analysis.
Atoms and positions in Å:
1 C -1.844 0.425 -0.626  0.594
2 C 1.380 -0.191 -2.190  -0.233
3 C 0.137 0.064 2.160  -0.253
4 C -3.011 0.895 -0.081  -0.129
5 O -0.774 1.575 -0.487  -0.926
6 O -1.473 -0.533 -1.255  -0.711
7 O 1.284 2.413 0.675  -1.132
8 O 1.614 0.800 -1.250  -0.820
9 O 0.635 -0.092 0.849  -0.821
10 F -4.124 0.075 -0.148  -0.389
11 P 0.680 1.278 -0.053  2.579
12 H 2.107 -0.024 -3.068  0.154
13 H 0.355 -0.198 -2.536  0.216
14 H 1.501 -1.089 -1.754  0.172
15 H 0.071 1.114 2.402  0.197
16 H 0.859 -0.363 2.793  0.166
17 H -0.892 -0.508 2.226  0.181
18 H -3.220 1.754 0.405  0.155

Output
2S+1: 1
HOMO energy (eV): -3.37
SMILES string: COP(=O)(OC)O/C([O-])=C/F
Net charge: -1
Gap between HOMO and LUMO (eV): 7.17
Energy relative to the best compared isomer or geometry (same formula, charge and spin) (kcal/mol): 0.00
F_max (Eh/bohr): 0.07206
Electronic energy (eV): -26508.0741

***

# C4H7FOS

An isolated molecule of C4H7FOS (ωB97M-V/def2-TZVPD, the OMol25 dataset).

Each line ends with the natural charge from an NBO analysis.
Atoms and positions in Å:
1 C 0.737 0.682 0.301  -0.229
2 C -1.032 1.397 -1.237  -0.211
3 C 0.174 -0.404 1.011  0.694
4 C 0.500 -1.809 0.591  -0.736
5 O -0.195 1.655 -0.121  -0.518
6 F -0.307 -0.123 2.159  -0.262
7 S -2.258 0.085 -0.817  -0.335
8 H 1.309 1.290 0.977  0.249
9 H 1.374 0.215 -0.568  0.188
10 H -1.622 2.301 -1.449  0.214
11 H -0.500 1.087 -2.101  0.167
12 H 0.497 -2.665 1.298  0.253
13 H 1.457 -1.608 0.175  0.231
14 H -0.132 -2.103 -0.220  0.296

Output
2S+1: 1
HOMO energy (eV): -7.67
Net charge: 0
Gap between HOMO and LUMO (eV): 6.12
Energy relative to the best compared isomer or geometry (same formula, charge and spin) (kcal/mol): 80.17
F_max (Eh/bohr): 0.07206
Electronic energy (eV): -19857.6571

***

# C4H7FS

An isolated molecule of C4H7FS (ωB97M-V/def2-TZVPD, the OMol25 dataset).

Each line ends with the natural charge from an NBO analysis.
Atoms and positions in Å:
1 C -0.942 1.402 0.191  -0.531
2 C -0.194 0.314 -0.652  -0.175
3 C -0.035 -0.897 -0.165  -0.242
4 C 1.019 -1.849 -0.462  0.023
5 H -0.192 2.937 2.069  0.119
6 H -1.193 2.269 -0.455  0.229
7 H -1.925 0.997 0.554  0.218
8 H -0.035 0.506 -1.679  0.198
9 H -0.690 -0.929 0.677  0.215
10 H 0.793 -2.495 -1.395  0.162
11 H 1.887 -1.244 -0.879  0.177
12 F 1.349 -2.738 0.502  -0.339
13 S 0.156 1.728 1.694  -0.054

Output
2S+1: 1
HOMO energy (eV): -9.22
SMILES string: FC/C=C/CS
Net charge: 0
Gap between HOMO and LUMO (eV): 10.02
Energy relative to the best compared isomer or geometry (same formula, charge and spin) (kcal/mol): 53.57
F_max (Eh/bohr): 0.09625
Electronic energy (eV): -17812.0186

***

# C4H7I3O3

A structure of composition C4H7I3O3 (ωB97M-V/def2-TZVPD, the OMol25 dataset).

Each line ends with the natural charge from an NBO analysis.
Atoms and positions in Å:
1 C 1.056 1.249 -0.800  -0.640
2 C 1.283 1.175 0.706  -0.252
3 C 1.871 0.249 1.359  -0.332
4 C -1.318 -1.655 1.060  0.990
5 O -0.945 -1.033 0.131  -0.622
6 O -2.488 -1.416 1.669  -0.670
7 O -0.710 -2.729 1.588  -0.723
8 I 2.616 -1.520 0.485  0.161
9 I 2.018 0.353 3.502  0.156
10 I -1.984 -1.533 -3.525  -0.122
11 H 1.745 2.039 -1.043  0.218
12 H 1.250 0.406 -1.436  0.233
13 H 0.094 1.508 -1.130  0.236
14 H 1.187 2.136 1.156  0.227
15 H -2.245 -1.104 -2.017  0.120
16 H -2.485 -2.012 2.552  0.505
17 H 0.150 -2.951 1.271  0.516

Output
2S+1: 1
HOMO energy (eV): -9.20
Net charge: 0
Gap between HOMO and LUMO (eV): 9.02
Energy relative to the best compared isomer or geometry (same formula, charge and spin) (kcal/mol): 0.00
F_max (Eh/bohr): 0.07548
Electronic energy (eV): -34705.0631

***

# C4H7IN2

A structure of composition C4H7IN2 (ωB97M-V/def2-TZVPD, the OMol25 dataset).

Each line ends with the natural charge from an NBO analysis.
Atoms and positions in Å:
1 C 0.234 -0.065 0.420  -0.266
2 C 1.499 -0.390 0.326  -0.106
3 C -1.767 1.253 -0.330  -0.615
4 C -0.367 1.258 0.339  -0.465
5 N 1.321 -2.873 0.214  -0.347
6 N 1.990 -2.052 -0.372  -0.052
7 I 3.224 0.634 0.046  0.187
8 H -0.462 -1.078 0.525  0.234
9 H -1.858 0.410 -1.130  0.204
10 H -2.187 2.184 -0.897  0.223
11 H -2.653 0.951 0.237  0.211
12 H -0.499 1.844 1.243  0.233
13 H 0.218 1.751 -0.397  0.226
14 H 1.306 -3.826 -0.224  0.333

Output
2S+1: 1
HOMO energy (eV): -8.68
Net charge: 0
Gap between HOMO and LUMO (eV): 9.35
Energy relative to the best compared isomer or geometry (same formula, charge and spin) (kcal/mol): 98.08
F_max (Eh/bohr): 0.08735
Electronic energy (eV): -15337.8719

***

# C4H7IN2

A cluster of 2 separate species, C4H7IN2 in total (ωB97M-V/def2-TZVPD, the OMol25 dataset).

Each line ends with the natural charge from an NBO analysis.
Atoms and positions in Å:
1 C 0.102 -0.747 -0.967  -0.070
2 C -2.528 0.006 -0.421  0.277
3 C 0.865 0.715 0.965  -0.650
4 C 0.236 0.509 -0.476  -0.168
5 N -0.336 -1.160 -2.269  -0.763
6 N -2.717 -0.023 0.716  -0.758
7 I -1.096 0.331 -3.464  0.206
8 H 0.594 -1.595 -0.453  0.190
9 H 1.805 1.367 0.970  0.228
10 H 0.294 1.305 1.803  0.215
11 H 0.988 -0.287 1.243  0.208
12 H -0.317 1.355 -0.865  0.220
13 H -1.140 -1.916 -2.198  0.391
14 H -2.990 -0.035 1.779  0.476

Output
2S+1: 3
<S²>: 2.018
HOMO energy (spin up / spin down) (eV): -5.56 / -8.66
Net charge: 0
Gap between HOMO and LUMO (spin up / spin down) (eV): 6.25 / 6.48
Energy relative to the best compared isomer or geometry (same formula, charge and spin) (kcal/mol): 59.13
F_max (Eh/bohr): 0.09981
Electronic energy (eV): -15335.7327